Entry 1:
The following is a DFT calculation (ωB97M-V/def2-TZVPD) of 2 unconnected molecules or ions with the total composition C4H6N2 in a non-equilibrium geometry.

Results
energy above the lowest of the compared OMol25 structures with the same formula, charge and spin: 124.2 kcal/mol
LUMO level: 0.44 eV
E_HOMO: -0.3089 Ha

Bonds (Å) are listed after each position.
CARTESIAN COORDINATES (ANGSTROEM)
1 N 3.21360 0.06088 -0.13720  C2 1.156
2 C 2.08034 -0.07347 0.05032  N1 1.156, C3 1.470
3 C 0.63745 -0.23027 0.28602  C2 1.470, C4 1.555, N6 1.453, H7 1.101
4 C -0.28961 1.00946 0.13653  C3 1.555, C5 1.537, H8 1.089, H9 1.093
5 C -1.16280 0.09502 -0.73668  C4 1.537, N6 1.368, H10 1.210
6 N -0.13375 -0.80311 -0.80376  C3 1.453, C5 1.368, H12 1.011
7 H 0.46092 -0.74310 1.24450  C3 1.101
8 H -0.71584 1.41286 1.05330  C4 1.089
9 H 0.17308 1.79954 -0.46028  C4 1.093
10 H -2.27342 -0.20996 -0.36608  C5 1.210
11 H -2.18334 -0.45259 0.61935  no bonds
12 H -0.16110 -1.76851 -1.10257  N6 1.011



Entry 2:
The following is a DFT calculation (ωB97M-V/def2-TZVPD) of C4H6N2 in the gas phase in a non-equilibrium geometry.

Results
SMILES string: C[C@H]1N[C@H]1C#N
energy above the lowest of the compared OMol25 structures with the same formula, charge and spin: 37.3 kcal/mol
LUMO level: 0.95 eV
E_HOMO: -0.3702 Ha

Bonds (Å) are listed after each position.
CARTESIAN COORDINATES (ANGSTROEM)
1 C -1.23865 0.83271 -0.09107  C2 1.514, H7 1.094, H8 1.096, H9 1.097
2 C -0.55110 -0.45430 0.31220  C1 1.514, N3 1.458, C4 1.492, H10 1.088
3 N 0.13254 -1.42762 -0.53080  C2 1.458, C4 1.464, H11 1.014
4 C 0.92306 -0.65241 0.42738  C2 1.492, N3 1.464, C5 1.450, H12 1.085
5 C 1.83331 0.36056 -0.06967  C4 1.450, N6 1.158
6 N 2.59395 1.14847 -0.44546  C5 1.158
7 H -0.82685 1.31504 -0.98230  C1 1.094
8 H -2.30362 0.63923 -0.26239  C1 1.096
9 H -1.17398 1.54385 0.74167  C1 1.097
10 H -1.09222 -0.96583 1.10505  C2 1.088
11 H 0.38092 -1.11621 -1.46344  N3 1.014
12 H 1.32264 -1.22351 1.25882  C4 1.085



Entry 3:
The following is a DFT calculation (ωB97M-V/def2-TZVPD) of C4H6N2 in the gas phase in a non-equilibrium geometry.

Results
SMILES string: Nc1cc[nH]c1
energy above the lowest of the compared OMol25 structures with the same formula, charge and spin: 34.5 kcal/mol
LUMO level: 1.11 eV
E_HOMO: -0.2770 Ha

Bonds (Å) are listed after each position.
CARTESIAN COORDINATES (ANGSTROEM)
1 N 1.21910 -1.50459 0.70467  C2 1.402, H7 1.011, H8 1.012
2 C 0.38346 -0.48398 0.22949  N1 1.402, C3 1.421, C6 1.383
3 C -0.07500 0.60633 1.01696  C2 1.421, C4 1.370, H9 1.081
4 C -0.86497 1.37576 0.20342  C3 1.370, N5 1.389, H10 1.101
5 N -0.78707 0.84462 -1.07783  C4 1.389, C6 1.359, H11 1.014
6 C -0.06386 -0.30618 -1.06680  C2 1.383, N5 1.359, H12 1.080
7 H 1.12812 -2.37118 0.19217  N1 1.011
8 H 1.08668 -1.67150 1.69390  N1 1.012
9 H 0.13908 0.78272 2.06161  C3 1.081
10 H -0.87020 2.39615 -0.21110  C4 1.101
11 H -1.36692 1.17559 -1.84062  N5 1.014
12 H 0.11269 -0.88078 -1.96425  C6 1.080



Entry 4:
The following is a DFT calculation (ωB97M-V/def2-TZVPD) of 4 unconnected molecules or ions with the total composition C4H6N2 in a non-equilibrium geometry.

Results
energy above the lowest of the compared OMol25 structures with the same formula, charge and spin: 291.4 kcal/mol
LUMO level: -1.71 eV
E_HOMO: -0.3076 Ha

Bonds (Å) are listed after each position.
CARTESIAN COORDINATES (ANGSTROEM)
1 C -2.79213 0.37763 -0.01720  C2 1.449
2 C -1.44186 -0.14464 0.04678  C1 1.449, C3 1.219
3 C -0.33472 -0.65452 0.05510  C2 1.219, C4 1.443
4 C 1.04001 -1.08420 -0.02599  C3 1.443, H8 1.088, N11 1.300
5 H -3.19694 0.09486 1.73661  no bonds
6 H -3.69202 -0.69197 -1.34416  no bonds
7 H -2.49674 2.11536 -0.52548  no bonds
8 H 1.32579 -2.13398 -0.00530  C4 1.088
9 H 2.48398 1.76780 -0.07713  N12 1.019
10 H 0.83401 1.44203 -0.22198  N12 0.997
11 N 1.97652 -0.18284 -0.05497  C4 1.300, N12 1.316
12 N 1.72550 1.10288 0.06715  H9 1.019, H10 0.997, N11 1.316



Entry 5:
The following is a DFT calculation (ωB97M-V/def2-TZVPD) of 2 unconnected molecules or ions with the total composition C4H6N2 in a non-equilibrium geometry.

Results
energy above the lowest of the compared OMol25 structures with the same formula, charge and spin: 120.5 kcal/mol
LUMO level (alpha / beta): 0.08 / 0.08 eV
E_HOMO (alpha / beta): -0.3017 / -0.3017 Ha

Bonds (Å) are listed after each position.
CARTESIAN COORDINATES (ANGSTROEM)
1 C -0.04739 -0.72211 1.52874  N2 1.287, H7 1.074, H9 1.074
2 N -0.25117 -0.44384 0.28858  C1 1.287, C3 1.446, C4 1.336
3 C 0.28709 -0.77002 -1.01318  N2 1.446, C4 1.481, H10 1.089, H11 1.093
4 C -0.40468 0.48911 -0.65500  N2 1.336, C3 1.481, C5 1.392
5 C -1.50993 1.22696 -1.06788  C4 1.392, N6 1.162
6 N -2.39730 1.88921 -1.41909  C5 1.162
7 H -0.60555 -0.16379 2.25756  C1 1.074
8 H 1.87982 1.09150 0.72816  H12 0.768
9 H 0.50129 -1.61281 1.76992  C1 1.074
10 H -0.21913 -1.59195 -1.51767  C3 1.089
11 H 1.37670 -0.75092 -1.10024  C3 1.093
12 H 1.39025 1.35866 0.20010  H8 0.768



Entry 6:
The following is a DFT calculation (ωB97M-V/def2-TZVPD) of C4H6N2 in the gas phase in a non-equilibrium geometry.

Results
SMILES string: N1[C@H]2[C@@H]1[C@H]1N[C@@H]21
energy above the lowest of the compared OMol25 structures with the same formula, charge and spin: 98.3 kcal/mol
LUMO level: 1.08 eV
E_HOMO: -0.3204 Ha

Bonds (Å) are listed after each position.
CARTESIAN COORDINATES (ANGSTROEM)
1 N -0.59452 -1.30952 0.17477  C2 1.449, C3 1.554, H7 1.014
2 C -1.01045 0.06217 -0.03766  N1 1.449, C3 1.454, C6 1.560, H8 1.079
3 C 0.03433 -0.41511 -0.92900  N1 1.554, C2 1.454, C4 1.550, H9 1.094
4 C 1.11871 0.43158 -0.21521  C3 1.550, N5 1.446, C6 1.491, H10 1.090
5 N 1.10530 0.19221 1.21069  C4 1.446, C6 1.439, H11 1.027
6 C 0.04101 0.98444 0.65440  C2 1.560, C4 1.491, N5 1.439, H12 1.079
7 H -1.22060 -2.03044 -0.16513  N1 1.014
8 H -2.02171 0.33667 -0.29644  C2 1.079
9 H -0.00663 -0.41450 -2.02235  C3 1.094
10 H 2.01261 0.84722 -0.67949  C4 1.090
11 H 0.72872 -0.75419 1.34138  N5 1.027
12 H -0.16754 2.00755 0.92752  C6 1.079



Which value of energy above the lowest of the compared OMol25 structures with the same formula, charge and spin does entry 1 give?
124.2 kcal/mol



Which formula does entry 6 have?
C4H6N2



Among the records above, which one has the lowest energy above the lowest of the compared OMol25 structures with the same formula, charge and spin?
number 3